Entry 1:
C8H12N2PTi | ωB97M-V with the def2-TZVPD basis set

```
24
Properties=species:S:1:pos:R:3:forces:R:3:mulliken_spin:R:1
C -1.316633 0.426549 -1.980904 1.12 -0.05 -0.12 0.01
C -1.490763 1.503498 -2.924703 1.31 -0.02 1.63 0.00
C -0.306743 2.340398 -2.864458 -0.35 -1.86 0.69 0.00
C 0.636934 1.702285 -1.981910 -1.71 -0.96 0.22 0.00
C 0.021128 0.498396 -1.438963 -0.25 0.63 -0.36 0.01
Ti -1.158338 -1.732606 0.683266 -0.69 1.32 -0.86 1.01
P 0.008175 -3.441636 -0.426389 0.97 -1.51 -0.83 -0.01
H -2.009108 -0.404428 -1.706636 0.22 0.59 -0.63 -0.01
H -2.376407 1.652835 -3.519057 -0.07 0.20 -0.03 0.00
H -0.145449 3.272014 -3.410428 -0.04 -0.41 0.13 0.00
H 0.501036 -0.274469 -0.749994 -0.52 1.16 -1.12 -0.02
H 1.620425 2.034298 -1.697825 0.22 0.20 -0.18 0.00
H 1.311048 -3.330057 -1.110623 -1.13 -0.18 0.56 -0.01
H -0.739671 -4.052212 -1.510878 0.50 0.25 0.50 0.01
H 0.269716 -4.659466 0.335981 0.05 0.59 -0.57 0.01
N 0.898005 1.423459 2.817852 -0.07 -0.59 -0.18 0.01
C 0.902440 0.281781 3.630156 -0.10 0.23 -0.13 -0.01
C 0.308635 -0.724344 2.922469 0.27 1.82 -0.58 0.00
N -0.058849 -0.211015 1.663830 0.76 0.39 1.41 -0.01
C 0.320946 1.066982 1.642109 -0.56 -0.77 0.49 0.00
H 1.288060 2.361694 3.014291 -0.45 -1.21 -0.10 0.00
H 1.301657 0.290656 4.625024 0.10 0.06 0.09 0.00
H 0.099195 -1.749449 3.170440 0.21 0.00 0.28 0.00
H 0.114554 1.724840 0.817353 0.19 0.12 -0.32 0.00
```
Forces are in eV/Å.

ΔE to the lowest compared entry with this formula, charge and spin: 0.0 kcal per mole
E_HOMO (alpha / beta): -5.7 / -5.7 eV
Molecular weight: 215.04 g mol⁻¹
E_LUMO (alpha / beta): -0.0354 / -0.0335 Eh
Multiplicity: 2
Frontier orbital gap (alpha / beta): 4.7 / 4.8 eV


Entry 2:
C24H42F3NO9S | ωB97M-V with the def2-TZVPD basis set

```
80
Properties=species:S:1:pos:R:3:forces:R:3:mulliken_charge:R:1
C -0.408232 3.457254 2.500290 0.02 -0.06 0.10 -0.57
O -0.920525 3.538050 1.188900 0.09 -0.07 -0.10 -0.40
C -2.301173 3.247806 1.092536 0.10 -0.03 0.30 -0.73
C -2.725840 1.920488 1.715684 -0.34 0.22 -0.29 -0.26
C -4.073812 1.469158 1.147651 0.29 -0.18 0.42 -0.69
C -4.528823 0.118865 1.743888 -0.13 0.49 -0.40 -0.59
C -5.297558 -0.763310 0.736549 -0.10 0.02 0.45 -1.17
C -4.676579 -2.113550 0.364398 0.04 0.20 -0.38 -1.24
C -3.383567 -2.091468 -0.520875 -1.12 -0.45 0.65 1.81
C -3.786294 -1.340292 -1.785976 0.76 0.66 -0.10 -1.33
C -2.870702 -1.314656 -2.993737 0.27 -0.01 -0.02 0.46
C -3.253173 -2.186841 -4.155739 -0.05 -0.05 -0.07 -1.57
N -1.854367 -0.561299 -3.094053 -0.24 -0.12 0.07 -0.74
O -2.312161 -1.434882 0.220464 0.05 0.12 -0.44 -0.17
S -1.750413 -2.424666 1.326003 0.26 -0.47 0.29 1.25
O -2.367750 -2.170468 2.582476 0.06 -0.12 -0.13 -0.67
O -0.332384 -2.460016 1.242825 -0.19 0.11 -0.06 -0.61
O -2.373955 -3.778745 0.724901 -0.02 0.51 0.31 -0.51
C -2.899405 -3.552082 -0.595564 -0.01 -0.08 -1.29 -0.28
C -1.877550 -4.089043 -1.604339 0.42 0.23 0.06 -1.38
C -0.595727 -3.285482 -1.912646 0.17 -0.32 -0.12 -0.45
C 0.703558 -4.129376 -1.858273 0.00 0.61 0.17 -0.61
C 1.824663 -3.468582 -1.034629 0.29 -0.11 -0.13 -0.76
C 3.226165 -3.719288 -1.627012 -0.22 0.33 -0.03 -0.92
C 3.680690 -2.566018 -2.504150 -0.54 0.09 -0.17 -0.58
O 4.179687 -1.525548 -1.639490 0.43 -0.55 0.21 -0.28
C 4.998137 -0.633865 -2.222318 -0.15 0.17 0.14 0.68
C 6.042409 -0.106671 -1.283606 -0.07 0.22 0.09 -0.97
O 4.891331 -0.300977 -3.368073 0.12 -0.06 -0.49 -0.55
H -1.114630 3.861188 3.235261 0.02 0.06 -0.01 0.29
H 0.512567 4.035313 2.541790 -0.05 0.04 -0.08 0.21
H -0.170652 2.425091 2.780581 -0.09 0.00 0.01 0.21
H -2.864130 4.059259 1.577451 -0.10 0.02 -0.14 0.35
H -2.528713 3.245478 0.025879 0.01 0.08 -0.02 0.39
H -1.975596 1.153659 1.509117 0.06 0.01 0.10 0.22
H -2.844587 2.053282 2.793449 0.25 -0.24 0.06 0.33
H -3.989001 1.404990 0.058904 -0.07 0.03 -0.02 0.20
H -4.816134 2.233069 1.394298 -0.08 0.04 -0.32 0.42
H -3.658419 -0.388403 2.141309 -0.07 -0.17 0.10 0.25
H -5.194132 0.349188 2.577691 0.13 -0.17 0.13 0.65
H -6.269169 -0.996864 1.179007 -0.02 -0.07 -0.12 0.43
H -5.521401 -0.168438 -0.150821 -0.04 -0.10 -0.07 0.47
H -5.413034 -2.648681 -0.242694 0.01 -0.09 0.07 0.54
H -4.520512 -2.712548 1.260133 0.11 0.06 0.05 0.57
H -4.782811 -1.670355 -2.077799 0.03 -0.15 0.04 0.51
H -3.888676 -0.296946 -1.476318 -0.10 -0.05 0.03 0.11
H -4.016465 -1.681253 -4.754683 0.03 0.04 0.02 0.42
H -2.390392 -2.374164 -4.792399 -0.03 0.02 0.01 0.35
H -3.696744 -3.129151 -3.831496 0.06 -0.02 0.01 0.40
H -1.733876 0.000972 -2.249931 0.05 0.01 0.00 0.29
H -3.803448 -4.137333 -0.783151 0.06 -0.27 0.72 0.58
H -1.560664 -5.035902 -1.158589 -0.19 -0.05 0.01 0.71
H -2.375733 -4.365835 -2.534041 -0.16 0.10 0.03 0.45
H -0.475009 -2.426152 -1.258779 -0.14 -0.02 0.07 0.14
H -0.675310 -2.889813 -2.921503 -0.05 0.20 0.03 0.36
H 1.080712 -4.238202 -2.877568 -0.10 -0.30 -0.01 0.41
H 0.490665 -5.113603 -1.438683 0.10 -0.13 -0.20 0.29
H 1.667168 -2.387948 -1.012415 -0.04 -0.01 0.16 0.51
H 1.798466 -3.819900 -0.003610 -0.15 0.10 0.02 0.31
H 3.211285 -4.611392 -2.257134 0.10 -0.15 0.18 0.45
H 3.961770 -3.840801 -0.830309 0.06 -0.18 -0.11 0.34
H 4.453222 -2.861966 -3.215360 0.14 0.10 0.13 0.56
H 2.843437 -2.167709 -3.084440 0.03 -0.03 -0.05 0.25
H 6.324320 -0.854222 -0.547783 0.03 0.00 0.01 0.31
H 5.644907 0.763570 -0.758236 0.00 -0.02 0.03 0.20
H 6.896125 0.214261 -1.875284 0.02 0.00 0.06 0.35
C 5.746765 4.670090 1.098641 -0.11 -0.13 0.12 -1.10
C 5.352299 6.019998 1.654339 0.23 0.07 -0.27 -0.26
O 4.266366 5.905036 2.599483 -0.04 0.01 0.02 -0.32
C 4.594001 5.513043 3.819029 0.01 0.05 -0.07 0.32
O 5.684177 5.255271 4.233114 0.03 -0.02 0.04 -0.51
C 3.325581 5.462382 4.697356 0.05 -0.03 0.01 0.90
F 2.327746 4.841110 4.059078 -0.03 0.00 0.07 -0.22
F 2.925545 6.706469 4.991435 -0.02 0.00 -0.01 -0.26
F 3.568509 4.819075 5.832380 -0.02 0.01 0.00 -0.24
H 4.883012 4.175877 0.653246 0.01 0.04 -0.06 0.29
H 6.511240 4.794964 0.332535 0.00 0.02 -0.01 0.40
H 6.142914 4.023556 1.880387 0.05 0.04 0.01 0.33
H 4.968402 6.666916 0.869436 -0.11 0.00 0.05 0.32
H 6.192399 6.523085 2.131396 -0.02 -0.06 0.11 0.33
```
Forces are in eV/Å.

E_HOMO: -9.5 eV
Molecular weight: 577.66 g mol⁻¹
E_LUMO: 0.0150 Eh
Frontier orbital gap: 9.9 eV


Entry 3:
C4H12 | ωB97M-V with the def2-TZVPD basis set

```
16
Properties=species:S:1:pos:R:3:forces:R:3:mulliken_charge:R:1
C -2.292350 1.153990 -0.015513 -0.87 -0.57 1.70 -0.95
C -1.096536 0.501530 0.694655 -0.55 -0.55 -0.33 -0.46
H -3.006935 0.464772 -0.476572 0.49 0.16 -0.49 0.27
H -2.883847 1.604748 0.801369 -0.02 0.02 -0.43 0.27
H -1.975434 1.980128 -0.625993 0.01 0.07 -0.62 0.31
H -1.142050 -0.551987 0.985472 -0.92 0.02 0.01 0.32
H -0.232463 0.452200 0.064534 0.34 0.77 -0.09 -0.20
H -0.997451 1.052606 1.613303 0.95 0.23 0.27 0.33
C 1.279665 -1.326475 -0.796912 1.75 -0.01 0.66 -0.92
C 2.054154 -0.345717 0.107271 2.14 -0.56 -0.93 -0.85
H 0.478636 -1.823146 -0.262110 -0.45 0.19 -0.38 0.29
H 1.051342 -0.781392 -1.702530 -0.86 -0.12 -0.14 0.27
H 1.989625 -2.105394 -1.113981 -0.26 0.05 0.12 0.37
H 2.603919 -0.787713 0.943855 -1.08 -0.19 0.58 0.28
H 2.991742 -0.069280 -0.423622 -0.72 0.39 -0.36 0.30
H 1.525800 0.561970 0.339304 0.05 0.10 0.42 0.36
```
Forces are in eV/Å.

ΔE to the lowest compared entry with this formula, charge and spin: 17.6 kcal per mole
E_HOMO: -11.4 eV
Molecular weight: 60.14 g mol⁻¹
E_LUMO: 0.0431 Eh
Frontier orbital gap: 12.6 eV